{
  "formula": "C30H30InN3O6PS",
  "method": "wB97M-V/def2-TZVPD",
  "e_lumo_ha": -0.479,
  "homo_ev": -15.830,
  "homo_lumo_gap_ev": 2.799,
  "charge": 3,
  "elements": ["C", "C", "C", "O", "O", "C", "C", "C", "C", "C", "C", "C", "C", "C", "S", "C", "C", "C", "O", "C", "C", "C", "N", "C", "O", "C", "N", "C", "C", "C", "C", "C", "C", "C", "C", "C", "P", "N", "O", "C", "O", "H", "H", "H", "H", "H", "H", "H", "H", "H", "H", "H", "H", "H", "H", "H", "H", "H", "H", "H", "H", "H", "H", "H", "H", "H", "H", "H", "H", "H", "H", "In"],
  "xyz": [[-4.5394, -4.3419, 2.4793], [-5.0695, -3.1001, 3.2396], [-5.1714, -1.9160, 2.3302], [-5.8924, -1.8878, 1.4004], [-4.3099, -0.7907, 2.5656], [-3.3712, -0.6137, 1.4352], [-2.0906, 0.0951, 1.8957], [-1.7142, 1.2834, 1.0476], [-1.8312, 2.5986, 1.5526], [-2.2873, 2.8341, 2.9660], [-1.0436, 2.9646, 3.8972], [-1.5058, 3.7036, 0.7706], [-1.5589, 5.1097, 1.2902], [-1.0877, 3.5266, -0.5620], [-0.6440, 4.8319, -1.6151], [-0.9628, 2.2259, -1.0645], [-1.2460, 1.1334, -0.2518], [-0.9777, -0.1879, -0.8780], [-1.7029, -1.1419, -0.8388], [0.3004, -0.2236, -1.6875], [0.5124, 0.8481, -2.4901], [1.6523, 0.9510, -3.3577], [1.8024, 1.9904, -4.1848], [2.5723, -0.1081, -3.3337], [3.6871, 0.0185, -4.1577], [3.6613, -0.7643, -5.2103], [3.8525, -1.5791, -5.9813], [2.4084, -1.1853, -2.5139], [3.4596, -2.2589, -2.4848], [4.6091, -1.6722, -1.6731], [5.8304, -1.3942, -2.2582], [6.8295, -0.8400, -1.4761], [6.6209, -0.5438, -0.1387], [5.4113, -0.8279, 0.4552], [4.4013, -1.3797, -0.3272], [1.2361, -1.2809, -1.6910], [1.1079, -2.7468, -0.6730], [0.3812, -3.9255, -1.5677], [0.2177, -2.4739, 0.6290], [-0.5151, 1.9437, -2.4495], [-0.9048, 2.4847, -3.4397], [-4.1644, -4.0603, 1.5016], [-5.3182, -5.0795, 2.3539], [-3.7147, -4.7824, 3.0259], [-6.0505, -3.3420, 3.6362], [-4.4323, -2.9202, 4.1050], [-3.1271, -1.6018, 1.0701], [-3.8771, -0.1063, 0.6248], [-1.2700, -0.6180, 1.8927], [-2.2187, 0.3833, 2.9266], [-2.8550, 3.7488, 3.0214], [-2.8761, 2.0055, 3.3242], [-0.8886, 3.9876, 4.2119], [-1.1142, 2.3071, 4.7545], [-0.1380, 2.6819, 3.3667], [-2.3114, 5.7032, 0.7809], [-0.5970, 5.5690, 1.0665], [-1.6655, 5.1602, 2.3595], [-1.3571, 5.8525, -1.1223], [2.7703, 2.1305, -4.4688], [1.3799, 2.8605, -3.8770], [3.0892, -3.1690, -2.0256], [3.7786, -2.5247, -3.4862], [5.9950, -1.6257, -3.2974], [7.7953, -0.6110, -1.8979], [7.4153, -0.0932, 0.4332], [5.2251, -0.6191, 1.4930], [3.4567, -1.5749, 0.1493], [-0.3451, -4.3950, -1.0296], [-0.0211, -3.6082, -2.4432], [0.7191, -2.6712, 1.4377], [-5.4095, -0.3465, 4.4644]],
  "lowdin_charge": [-0.028, -0.189, -0.608, 0.216, -0.344, -0.084, -0.072, -0.067, -0.100, -0.165, -0.042, -0.181, -0.031, -0.444, 0.990, -0.101, -0.041, -0.266, 0.157, -0.042, 0.046, -0.084, 0.295, -0.121, 0.094, -0.290, 0.247, -0.099, -0.071, -0.208, 0.000, -0.012, -0.038, -0.038, -0.035, -0.131, 1.045, -0.027, -0.157, -0.318, 0.163, 0.077, 0.095, 0.084, 0.132, 0.086, 0.117, 0.147, 0.116, 0.101, 0.112, 0.075, 0.080, 0.077, 0.083, 0.100, 0.094, 0.072, -0.078, 0.159, 0.143, 0.096, 0.126, 0.129, 0.128, 0.124, 0.116, 0.064, 0.099, 0.100, 0.111, 1.213]
}

{
  "formula": "C30H30MoN3O5",
  "method": "wB97M-V/def2-TZVPD",
  "e_lumo_ha": -0.429,
  "homo_ev": -16.754,
  "homo_lumo_gap_ev": 5.090,
  "charge": 3,
  "elements": ["Mo", "O", "C", "O", "C", "C", "C", "C", "C", "O", "C", "C", "O", "O", "H", "H", "H", "H", "H", "H", "H", "H", "C", "C", "C", "C", "C", "C", "C", "N", "C", "N", "C", "C", "C", "C", "C", "C", "C", "N", "C", "C", "C", "C", "C", "C", "C", "H", "H", "H", "H", "H", "H", "H", "H", "H", "H", "H", "H", "H", "H", "H", "H", "H", "H", "H", "H", "H", "H"],
  "xyz": [[-0.2812, 1.0130, -0.5344], [2.2650, -2.1360, -0.5334], [2.0377, -1.1056, -0.9947], [0.9236, -0.2789, -0.2623], [2.6133, -0.2795, -2.1004], [3.1070, 1.0779, -1.5233], [4.1566, 1.6751, -2.4473], [3.2899, 2.0893, -3.6612], [1.8843, 1.7315, -3.1884], [1.9413, 1.9137, -1.7433], [1.6481, 0.2172, -3.2504], [0.2072, -0.1481, -3.0273], [-0.3850, -1.1255, -3.2393], [-0.5542, 0.9766, -2.3239], [3.4249, -0.8804, -2.5090], [3.3539, 1.0630, -0.4637], [4.9439, 0.9641, -2.6904], [4.6222, 2.5372, -1.9744], [3.5485, 1.5617, -4.5779], [3.3652, 3.1547, -3.8633], [1.0812, 2.3317, -3.6050], [1.9263, -0.2401, -4.2002], [-2.9742, 2.2693, 4.2625], [-3.8009, 3.4236, 3.7627], [-4.9595, 3.7971, 4.4458], [-5.7187, 4.8847, 4.0480], [-5.3442, 5.6446, 2.9456], [-4.2114, 5.2953, 2.2338], [-3.4687, 4.1957, 2.6481], [-2.2799, 3.8626, 1.8752], [-2.1952, 2.7651, 1.1593], [-3.1981, 1.9032, 1.0703], [-3.1140, 0.5884, 0.5857], [-1.9090, 0.0361, 0.0829], [-1.8849, -1.3372, -0.2817], [-3.0254, -2.0949, -0.1843], [-4.2060, -1.5059, 0.2647], [-4.2810, -0.1720, 0.6564], [-5.5686, 0.4135, 1.1674], [-1.0641, 2.4526, 0.4603], [0.2752, 2.8400, 0.7689], [0.8893, 2.2248, 1.9070], [2.1511, 2.5971, 2.2814], [2.7906, 3.6239, 1.5647], [2.1955, 4.2403, 0.4743], [0.9269, 3.8768, 0.0384], [0.2791, 4.5843, -1.1066], [-2.8938, 2.3128, 5.3475], [-1.9575, 2.2793, 3.8663], [-3.4259, 1.3041, 4.0194], [-5.2510, 3.2326, 5.3230], [-6.6041, 5.1508, 4.6094], [-5.9293, 6.5025, 2.6456], [-3.9063, 5.8675, 1.3665], [-1.5534, 4.5588, 1.7716], [-4.0626, 2.1819, 1.5277], [-0.9737, -1.8052, -0.6259], [-3.0059, -3.1431, -0.4492], [-5.1037, -2.1090, 0.3280], [-6.3918, -0.2784, 1.0090], [-5.8277, 1.3399, 0.6489], [-5.5212, 0.6144, 2.2421], [0.3384, 1.4720, 2.4636], [2.6356, 2.1377, 3.1320], [3.7756, 3.9495, 1.8781], [2.7220, 5.0327, -0.0430], [1.0212, 4.8266, -1.8658], [-0.1400, 5.5354, -0.7646], [-0.5318, 4.0193, -1.5653]],
  "nbo_charge": [1.816, -0.328, 0.837, -0.637, -0.351, 0.093, -0.421, -0.441, 0.100, -0.573, -0.366, 0.807, -0.379, -0.609, 0.303, 0.238, 0.253, 0.247, 0.252, 0.255, 0.247, 0.308, -0.643, -0.059, -0.177, -0.149, -0.176, -0.230, 0.108, -0.520, 0.688, -0.559, 0.270, -0.297, -0.148, -0.175, -0.060, -0.031, -0.667, -0.568, 0.010, -0.171, -0.204, -0.044, -0.216, 0.124, -0.672, 0.269, 0.193, 0.227, 0.242, 0.253, 0.253, 0.234, 0.433, 0.472, 0.241, 0.267, 0.257, 0.272, 0.238, 0.241, 0.254, 0.273, 0.266, 0.261, 0.266, 0.276, 0.230]
}

{
  "formula": "C30H30N3O",
  "method": "wB97M-V/def2-TZVPD",
  "e_lumo_ha": -0.169,
  "homo_ev": -9.587,
  "homo_lumo_gap_ev": 4.990,
  "charge": 1,
  "elements": ["C", "C", "C", "C", "C", "N", "C", "N", "C", "C", "N", "C", "C", "H", "H", "H", "H", "H", "H", "H", "H", "H", "H", "H", "H", "H", "C", "C", "C", "C", "C", "C", "C", "C", "C", "C", "O", "C", "C", "C", "C", "C", "C", "C", "C", "C", "C", "H", "H", "H", "H", "H", "H", "H", "H", "H", "H", "H", "H", "H", "H", "H", "H", "H"],
  "xyz": [[-4.2484, -1.0830, -3.5651], [-3.3540, -2.1374, -3.3311], [-2.0033, -1.8840, -3.1228], [-1.5183, -0.5478, -3.1566], [-0.1411, -0.2212, -2.9812], [0.6945, -0.7845, -2.0861], [2.0211, -0.8754, -2.4265], [2.4322, -0.9205, -3.6917], [3.8744, -0.9926, -3.8074], [4.3355, -0.8719, -2.3665], [3.0880, -0.9068, -1.6111], [-2.4362, 0.5063, -3.4065], [-3.7838, 0.2402, -3.5927], [-5.3092, -1.2932, -3.7265], [-3.7202, -3.1671, -3.3080], [-1.3029, -2.7001, -2.9406], [0.2877, 0.5806, -3.5955], [0.3812, -1.0017, -1.0162], [1.7784, -0.9009, -4.4641], [4.1757, -1.9502, -4.2395], [4.2533, -0.1853, -4.4384], [4.9851, -1.6992, -2.0710], [4.8665, 0.0708, -2.1901], [3.0335, -0.7704, -0.6062], [-2.0519, 1.5291, -3.4295], [-4.4844, 1.0605, -3.7647], [-5.6876, -2.2454, -0.1804], [-4.2272, -1.9963, 0.0503], [-3.3665, -3.0713, 0.3086], [-1.9942, -2.8707, 0.3925], [-1.4359, -1.5887, 0.2145], [0.0452, -1.4375, 0.1445], [0.7063, -0.5476, 1.1306], [0.1199, 0.5848, 1.7221], [0.9025, 1.5405, 2.3848], [2.2876, 1.3481, 2.4615], [3.1941, 2.3209, 2.8533], [2.8924, 3.2464, 3.8601], [3.6936, 3.1909, 5.0046], [3.3141, 3.9333, 6.1194], [2.2131, 4.7942, 6.0499], [1.5031, 4.9302, 4.8532], [1.8521, 4.1680, 3.7333], [2.8662, 0.1451, 2.0261], [2.0671, -0.8042, 1.4134], [-2.3099, -0.5072, 0.0168], [-3.6872, -0.7102, -0.0565], [-6.2697, -1.3280, -0.0428], [-5.8718, -2.6040, -1.2043], [-6.0686, -3.0144, 0.5032], [-3.7861, -4.0730, 0.4332], [-1.3191, -3.7059, 0.5938], [0.5244, -2.4240, 0.1332], [-0.9553, 0.7401, 1.6765], [0.4365, 2.4245, 2.8178], [4.5584, 2.5278, 5.0119], [3.8897, 3.8350, 7.0399], [1.9172, 5.3704, 6.9281], [0.6659, 5.6249, 4.7750], [1.3141, 4.2569, 2.7881], [3.9366, -0.0066, 2.1645], [2.4903, -1.7782, 1.1491], [-1.9070, 0.4996, -0.1110], [-4.3576, 0.1373, -0.2230]],
  "nbo_charge": [-0.143, -0.230, -0.076, -0.185, 0.184, -0.499, 0.672, -0.557, -0.227, -0.224, -0.558, -0.141, -0.217, 0.234, 0.236, 0.218, 0.190, 0.323, 0.434, 0.219, 0.227, 0.227, 0.222, 0.458, 0.223, 0.236, -0.631, -0.031, -0.210, -0.197, -0.044, -0.436, -0.052, -0.148, -0.303, 0.374, -0.519, 0.286, -0.248, -0.189, -0.221, -0.194, -0.280, -0.279, -0.257, -0.239, -0.162, 0.221, 0.215, 0.229, 0.219, 0.213, 0.204, 0.218, 0.237, 0.230, 0.224, 0.224, 0.222, 0.223, 0.232, 0.210, 0.208, 0.208]
}

{
  "formula": "C30H31AsBr2N3O4Pt",
  "method": "wB97M-V/def2-TZVPD",
  "e_lumo_ha": [-0.215, -0.206],
  "homo_ev": [-10.046, -10.186],
  "homo_lumo_gap_ev": [4.193, 4.568],
  "charge": 1,
  "elements": ["Pt", "O", "C", "C", "C", "C", "C", "C", "C", "O", "N", "N", "C", "C", "C", "C", "C", "C", "C", "O", "H", "H", "H", "H", "H", "H", "H", "H", "H", "H", "C", "C", "C", "C", "C", "C", "Br", "C", "C", "Br", "C", "O", "C", "N", "H", "H", "H", "H", "H", "H", "C", "C", "As", "C", "C", "C", "C", "H", "H", "H", "H", "H", "H", "H", "H", "H", "H", "H", "H", "H", "H", "H"],
  "xyz": [[-0.2772, 0.1541, 0.4986], [-0.7344, -2.9680, -3.6848], [-2.0129, -2.6336, -3.9356], [-2.6517, -3.2416, -5.0202], [-3.9638, -2.9345, -5.3044], [-4.6668, -2.0171, -4.5240], [-4.0358, -1.4061, -3.4618], [-2.7075, -1.6971, -3.1515], [-2.0064, -1.0481, -2.0286], [-0.8699, -1.4471, -1.6289], [-2.6369, -0.0745, -1.4293], [-2.0245, 0.5549, -0.3843], [-2.7219, 1.5944, 0.0080], [-2.7396, 2.3787, 1.1873], [-3.6437, 3.4574, 1.2775], [-3.7596, 4.1809, 2.4394], [-2.9726, 3.8247, 3.5396], [-2.0830, 2.7806, 3.4673], [-1.9495, 2.0525, 2.2710], [-1.0906, 1.0627, 2.1777], [-0.4716, -2.4738, -2.8752], [-2.0940, -3.9491, -5.6145], [-4.4506, -3.4133, -6.1420], [-5.6967, -1.7849, -4.7501], [-4.5587, -0.6850, -2.8501], [-3.4496, 1.8548, -0.7505], [-4.2499, 3.6914, 0.4114], [-4.4532, 5.0032, 2.5166], [-3.0678, 4.3837, 4.4593], [-1.4769, 2.4952, 4.3159], [1.1385, 1.3372, 3.6257], [2.0816, 0.6589, 2.7031], [3.3851, 0.4506, 3.1909], [4.3461, -0.1625, 2.4414], [4.0270, -0.5439, 1.1310], [4.9577, -1.1592, 0.2361], [6.6991, -1.5541, 0.8184], [4.6058, -1.4774, -1.0555], [3.3320, -1.1834, -1.5243], [2.8328, -1.5744, -3.2715], [2.3694, -0.5434, -0.6920], [1.2535, -0.1819, -1.1315], [2.7173, -0.2924, 0.6896], [1.7347, 0.2538, 1.4686], [1.6468, 1.5740, 4.5560], [0.2719, 0.7174, 3.8284], [0.7643, 2.2564, 3.1788], [3.6062, 0.7853, 4.1928], [5.3375, -0.3295, 2.8346], [5.3252, -1.9478, -1.7095], [1.2627, -2.7678, 3.1400], [-0.2052, -2.3773, 3.0828], [-0.8743, -2.0503, 1.2767], [-0.4486, -3.6533, 0.2321], [0.9048, -3.6912, -0.4484], [-2.8107, -2.2211, 1.3962], [-3.4719, -1.3889, 2.4820], [1.5936, -2.8451, 4.1754], [1.8970, -2.0321, 2.6452], [1.4396, -3.7345, 2.6661], [-0.4035, -1.4677, 3.6545], [-0.8429, -3.1661, 3.4935], [-1.2483, -3.7055, -0.5105], [-0.5761, -4.4875, 0.9321], [1.0500, -2.7884, -1.0292], [0.9499, -4.5315, -1.1405], [1.7268, -3.8009, 0.2637], [-2.9886, -3.2915, 1.5485], [-3.1892, -1.9663, 0.4012], [-3.2075, -1.7429, 3.4790], [-4.5552, -1.4538, 2.3886], [-3.1910, -0.3381, 2.4119]],
  "lowdin_charge": [1.329, 0.054, -0.256, -0.003, -0.067, -0.084, -0.034, -0.085, -0.438, -0.141, 0.068, -0.157, -0.026, -0.163, -0.008, -0.062, -0.044, 0.004, -0.355, -0.262, 0.048, 0.120, 0.109, 0.102, 0.106, 0.144, 0.124, 0.112, 0.117, 0.116, -0.024, -0.277, 0.002, 0.006, -0.188, -0.616, 0.835, -0.154, -0.608, 0.898, -0.456, -0.145, -0.156, 0.035, 0.093, 0.065, 0.094, 0.122, 0.091, 0.106, -0.132, -0.357, 1.264, -0.344, -0.133, -0.361, -0.129, 0.089, 0.045, 0.073, 0.062, 0.091, 0.078, 0.092, 0.024, 0.095, 0.074, 0.092, 0.070, 0.076, 0.087, 0.049]
}